C34H87Cl2N13O9P2 | ωB97M-V/def2-TZVPD

Last column: Löwdin charge in e.
Positions of all 147 atoms, in Å:
O1 3.005 0.357 1.269  -0.326
P1 4.197 -0.409 0.780  0.510
N1 4.395 -0.944 -0.768  -0.267
C1 4.551 0.115 -1.848  -0.080
C2 3.636 -2.162 -1.214  -0.084
N2 4.333 -1.813 1.628  -0.296
C3 5.484 -2.730 1.521  -0.094
C4 3.658 -1.801 2.923  -0.101
N3 5.535 0.565 0.938  -0.289
C5 5.491 1.468 2.101  -0.108
C6 6.903 0.258 0.475  -0.097
H1 5.154 0.946 -1.449  0.068
H2 3.609 0.536 -2.190  0.040
H3 5.092 -0.288 -2.724  0.091
H4 4.147 -2.587 -2.079  0.088
H5 2.626 -1.866 -1.491  0.025
H6 3.552 -2.910 -0.444  0.039
H7 6.321 -2.458 2.159  0.075
H8 5.223 -3.764 1.756  0.083
H9 5.838 -2.713 0.496  0.070
H10 3.352 -2.821 3.166  0.081
H11 4.320 -1.454 3.715  0.081
H12 2.759 -1.171 2.893  0.067
H13 5.935 2.439 1.884  0.081
H14 4.437 1.621 2.351  0.048
H15 5.976 1.044 2.986  0.082
H16 7.449 1.200 0.350  0.088
H17 6.867 -0.263 -0.480  0.068
H18 7.451 -0.394 1.158  0.072
O2 -1.316 -4.484 0.242  -0.292
P2 -0.857 -5.163 -1.006  0.559
N4 -1.070 -4.595 -2.529  -0.299
C7 -2.484 -4.638 -2.964  -0.088
C8 -0.414 -3.380 -2.915  -0.135
N5 -1.508 -6.695 -1.091  -0.314
C9 -1.410 -7.564 -2.274  -0.094
C10 -1.723 -7.333 0.184  -0.124
N6 0.857 -5.198 -0.924  -0.311
C11 1.617 -6.018 -1.823  -0.124
C12 1.414 -4.963 0.393  -0.117
H19 -2.666 -4.699 -4.046  0.100
H20 -2.993 -3.754 -2.559  0.066
H21 -2.895 -5.498 -2.465  0.055
H22 -1.095 -2.526 -2.835  0.046
H23 -0.168 -3.409 -3.983  0.095
H24 0.431 -3.186 -2.240  0.057
H25 -1.439 -6.975 -3.199  0.073
H26 -0.448 -8.103 -2.269  0.077
H27 -2.248 -8.267 -2.227  0.089
H28 -1.608 -6.658 1.030  0.070
H29 -2.782 -7.671 0.190  0.087
H30 -1.019 -8.177 0.347  0.092
H31 1.736 -7.046 -1.406  0.090
H32 1.010 -6.099 -2.740  0.074
H33 2.586 -5.610 -2.086  0.075
H34 2.462 -4.622 0.323  0.067
H35 1.396 -5.888 1.006  0.091
H36 0.837 -4.165 0.850  0.048
C13 -3.466 -1.832 2.774  0.018
C14 -4.373 -2.715 1.919  -0.540
O3 -5.513 -2.391 1.633  0.025
N7 -3.912 -3.898 1.486  0.007
C15 -4.635 -4.781 0.606  -0.075
H37 -3.205 -0.933 2.210  0.057
H38 -2.560 -2.350 3.039  0.063
H39 -3.961 -1.529 3.686  0.081
H40 -2.955 -4.216 1.579  0.091
H41 -5.689 -4.876 0.881  0.087
H42 -4.172 -5.769 0.664  0.064
H43 -4.577 -4.455 -0.441  0.080
C16 -4.232 3.742 2.237  0.018
C17 -3.390 4.786 1.481  -0.511
O4 -2.565 5.478 2.085  -0.001
N8 -3.628 5.019 0.184  0.016
C18 -4.453 4.138 -0.562  -0.095
H44 -3.866 3.619 3.253  0.082
H45 -4.092 2.770 1.746  0.055
H46 -5.292 3.942 2.259  0.081
H47 -2.941 5.597 -0.307  0.109
H48 -4.676 4.648 -1.517  0.091
H49 -5.425 4.000 -0.058  0.088
H50 -4.010 3.167 -0.808  0.089
C19 2.647 5.075 -3.738  0.001
C20 3.354 4.332 -2.628  -0.562
O5 4.511 3.973 -2.730  0.030
N9 2.616 4.086 -1.505  0.020
C21 3.205 3.415 -0.353  -0.072
H51 1.798 4.491 -4.096  0.070
H52 3.341 5.238 -4.547  0.077
H53 2.261 6.035 -3.367  0.085
H54 1.658 4.401 -1.468  0.078
H55 2.865 2.361 -0.274  0.062
H56 2.980 3.909 0.592  0.074
H57 4.317 3.445 -0.448  0.089
C22 -5.652 0.666 0.455  -0.008
C23 -5.396 0.096 -0.897  -0.557
O6 -6.256 0.004 -1.754  0.040
N10 -4.139 -0.441 -1.054  0.030
C24 -3.663 -0.862 -2.379  -0.080
H58 -6.138 -0.087 1.100  0.086
H59 -6.279 1.528 0.365  0.068
H60 -4.702 0.927 0.944  0.052
H61 -3.427 -0.102 -0.420  0.068
H62 -3.905 -0.107 -3.126  0.068
H63 -4.107 -1.831 -2.711  0.079
H64 -2.571 -0.976 -2.350  0.050
C25 -1.802 5.494 -3.406  0.014
C26 -1.056 5.517 -2.080  -0.500
O7 -0.334 4.576 -1.789  -0.001
N11 -1.162 6.600 -1.193  -0.014
C27 -0.294 6.644 -0.080  -0.104
H65 -2.585 6.261 -3.402  0.080
H66 -2.170 4.495 -3.618  0.059
H67 -1.032 5.771 -4.139  0.091
H68 -1.691 7.433 -1.416  0.142
H69 0.742 6.872 -0.367  0.090
H70 -0.221 5.656 0.406  0.080
H71 -0.717 7.337 0.657  0.096
C28 -0.309 2.304 1.211  0.028
C29 -0.840 0.924 0.979  -0.530
O8 -2.042 0.728 0.810  -0.007
N12 0.036 -0.085 1.066  0.051
C30 -0.308 -1.505 0.900  -0.052
H72 -0.788 2.740 2.088  0.077
H73 -0.588 2.905 0.352  0.066
H74 0.773 2.353 1.348  0.067
H75 1.017 0.095 1.219  0.068
H76 0.022 -2.095 1.761  0.083
H77 0.184 -1.913 0.011  0.053
H78 -1.401 -1.561 0.756  0.075
C31 -0.583 4.664 4.432  -0.004
C32 0.089 3.281 4.455  -0.625
O9 -0.552 2.294 4.721  0.042
N13 1.363 3.223 4.158  0.022
C33 1.991 1.888 4.249  -0.058
H79 -1.654 4.687 4.648  0.074
H80 -0.505 5.118 3.429  0.058
H81 -0.089 5.387 5.109  0.080
H82 1.994 3.995 3.938  0.149
H83 1.430 1.339 5.007  0.082
H84 3.087 1.864 4.447  0.088
H85 1.849 1.339 3.307  0.051
C34 0.269 1.502 -2.830  -0.989
Cl1 -1.144 1.635 -3.892  0.544
Cl2 0.834 -0.173 -2.639  0.590
H86 1.047 2.158 -3.227  0.018
H87 -0.090 1.897 -1.870  0.007

SMILES: CN(C)P(=O)(N(C)C)N(C)C.CN(C)P(=O)(N(C)C)N(C)C.CNC(C)=O.CNC(C)=O.CNC(C)=O.CNC(C)=O.CNC(C)=O.CNC(C)=O.CNC(C)=O.ClCCl
Net charge: 0

C34H87F6N5NaO14P | ωB97M-V/def2-TZVPD

Last column: Löwdin charge in e.
Positions of all 148 atoms, in Å:
Na1 1.204 1.179 -1.090  0.439
P1 -0.433 -1.436 -0.244  0.206
F1 0.739 -0.790 0.748  -0.177
F2 -0.839 0.131 -0.684  -0.208
F3 0.591 -1.374 -1.561  -0.176
F4 -1.560 -1.919 -1.224  -0.104
F5 0.124 -2.871 0.104  -0.099
F6 -1.451 -1.440 0.974  -0.111
C1 -5.006 -2.208 -0.172  -0.117
O1 -4.709 -1.038 -0.875  -0.218
C2 -5.049 0.214 -0.278  -0.212
C3 -4.460 1.410 -1.003  -0.209
N1 -5.057 1.722 -2.304  -0.050
C4 -6.416 2.286 -2.154  -0.207
C5 -6.961 2.764 -3.500  -0.185
O2 -6.962 1.531 -4.244  -0.224
C6 -6.635 1.625 -5.582  -0.135
H1 -4.400 -2.952 -0.680  0.082
H2 -6.068 -2.541 -0.189  0.097
H3 -4.670 -2.141 0.839  0.073
H4 -4.715 0.212 0.795  0.132
H5 -6.160 0.263 -0.274  0.119
H6 -3.351 1.348 -1.007  0.105
H7 -4.666 2.314 -0.333  0.130
H8 -5.068 0.962 -2.989  0.100
H9 -6.316 3.048 -1.437  0.094
H10 -7.156 1.501 -1.828  0.127
H11 -6.329 3.514 -3.972  0.113
H12 -8.027 3.094 -3.404  0.131
H13 -7.442 2.015 -6.164  0.071
H14 -6.352 0.574 -5.849  0.102
H15 -5.741 2.293 -5.760  0.093
C7 -6.182 -4.631 -4.610  -0.081
O3 -4.787 -4.280 -4.840  -0.194
C8 -4.501 -3.013 -4.290  -0.242
C9 -2.997 -2.617 -4.411  -0.202
N2 -2.957 -1.316 -3.789  -0.072
C10 -1.851 -0.427 -4.175  -0.182
C11 -2.467 0.727 -4.987  -0.186
O4 -1.520 1.795 -5.140  -0.232
C12 -2.035 2.977 -5.660  -0.118
H16 -6.352 -4.879 -3.571  0.078
H17 -6.427 -5.447 -5.243  0.070
H18 -6.818 -3.766 -4.847  0.085
H19 -4.729 -3.061 -3.234  0.103
H20 -5.050 -2.223 -4.829  0.121
H21 -2.750 -2.665 -5.523  0.138
H22 -2.314 -3.376 -3.919  0.129
H23 -3.135 -1.340 -2.755  0.106
H24 -1.092 -0.865 -4.829  0.102
H25 -1.221 -0.032 -3.310  0.118
H26 -3.261 1.178 -4.398  0.091
H27 -2.913 0.452 -5.961  0.132
H28 -2.458 2.741 -6.620  0.075
H29 -1.243 3.645 -5.918  0.081
H30 -2.868 3.383 -5.077  0.088
C13 7.841 -3.766 10.078  -0.103
O5 6.638 -3.561 9.349  -0.195
C14 6.873 -3.439 7.951  -0.252
C15 5.635 -2.941 7.247  -0.223
N3 5.438 -1.587 7.722  -0.054
C16 4.159 -0.944 7.377  -0.197
C17 3.854 -0.906 5.884  -0.256
O6 4.908 -0.196 5.275  -0.191
C18 4.487 0.334 4.030  -0.097
H31 8.495 -2.918 9.889  0.085
H32 8.285 -4.765 9.819  0.103
H33 7.591 -3.718 11.117  0.073
H34 7.278 -4.390 7.588  0.117
H35 7.706 -2.806 7.653  0.119
H36 4.760 -3.574 7.449  0.119
H37 5.768 -3.104 6.148  0.129
H38 5.516 -1.543 8.724  0.101
H39 4.219 0.141 7.643  0.129
H40 3.272 -1.441 7.833  0.121
H41 2.836 -0.496 5.693  0.118
H42 3.888 -1.939 5.463  0.116
H43 5.362 0.909 3.733  0.091
H44 3.614 0.956 4.110  0.074
H45 4.321 -0.532 3.399  0.077
C19 4.746 0.915 0.092  -0.091
O7 3.869 0.958 -1.006  -0.226
C20 3.999 -0.147 -1.878  -0.198
C21 3.643 0.366 -3.291  -0.175
N4 2.208 0.544 -3.410  -0.063
C22 1.574 1.249 -4.535  -0.171
C23 1.687 0.540 -5.894  -0.250
O8 2.985 0.334 -6.351  -0.184
C24 2.993 -0.268 -7.626  -0.107
H46 5.725 1.312 -0.101  0.080
H47 4.873 -0.158 0.393  0.104
H48 4.348 1.591 0.850  0.083
H49 3.385 -0.979 -1.456  0.129
H50 5.059 -0.453 -1.927  0.130
H51 4.189 -0.194 -4.004  0.104
H52 4.043 1.357 -3.227  0.120
H53 1.816 -0.394 -3.514  0.111
H54 1.844 2.300 -4.669  0.126
H55 0.481 1.185 -4.294  0.095
H56 1.108 1.131 -6.627  0.125
H57 1.121 -0.460 -5.791  0.138
H58 2.751 0.505 -8.397  0.100
H59 2.225 -1.031 -7.713  0.080
H60 3.955 -0.722 -7.841  0.086
C25 -1.960 6.250 -2.106  -0.123
O9 -1.546 5.774 -0.872  -0.180
C26 -1.284 4.381 -0.732  -0.197
C27 -0.500 4.155 0.547  -0.229
N5 0.009 2.823 0.681  -0.079
C28 0.917 2.523 1.829  -0.111
C29 0.506 3.358 3.101  -0.234
O10 -0.575 2.862 3.783  -0.193
C30 -0.943 3.605 4.871  -0.131
H61 -2.255 7.274 -1.911  0.089
H62 -2.716 5.629 -2.517  0.065
H63 -1.159 6.238 -2.929  0.109
H64 -0.699 4.031 -1.543  0.107
H65 -2.200 3.776 -0.699  0.125
H66 -1.237 4.449 1.315  0.127
H67 0.370 4.850 0.699  0.146
H68 -0.843 2.279 0.697  0.104
H69 1.877 2.896 1.526  0.101
H70 0.907 1.394 2.049  0.142
H71 0.334 4.405 2.927  0.105
H72 1.352 3.235 3.770  0.120
H73 -0.233 3.619 5.765  0.121
H74 -1.692 2.992 5.279  0.075
H75 -1.269 4.627 4.624  0.104
C31 3.205 -4.656 1.575  -0.284
C32 3.477 -3.266 1.963  -0.211
O11 2.978 -2.360 0.939  -0.089
O12 3.688 -4.965 0.308  -0.023
H76 2.142 -4.900 1.638  0.120
H77 3.575 -5.382 2.313  0.130
H78 4.562 -3.073 2.002  0.133
H79 2.962 -2.964 2.880  0.105
H80 2.056 -2.521 0.928  0.009
H81 3.639 -4.199 -0.223  0.053
C33 -0.963 -0.409 4.680  -0.272
C34 -0.244 -1.722 4.230  -0.200
O13 1.114 -1.538 3.810  -0.103
O14 -0.299 0.323 5.635  -0.020
H82 -2.071 -0.567 4.939  0.144
H83 -1.144 0.165 3.872  0.057
H84 -0.850 -2.220 3.415  0.119
H85 -0.199 -2.434 5.141  0.139
H86 1.190 -1.389 2.838  0.064
H87 -0.072 1.145 5.283  0.024

Net charge: 0

What are the strongest force on any atom values for these records? In order: 3.998; 3.926 eV/A.
What are the gap between HOMO and LUMO values for these records? In order: 9.0; 8.3 eV.